The following is a DFT calculation (the ωB97M-V functional and the def2-TZVPD basis) of 8 unconnected molecules or ions with the total composition C24H70N6O8.

**Calculated total energy**: -51328.5784 eV
**Total charge**: +1
**Kohn-Sham gap (spin up / spin down)**: 8.16 / 2.17 eV
**Multiplicity**: 2
**Energy relative to the best compared isomer or geometry (same formula, charge and spin)**: 189.5 kJ/mol
**LUMO level (spin up / spin down)**: -0.0896 / -0.3095 hartree
**Highest occupied orbital energy (spin up / spin down)**: -0.389 / -0.389 hartree

Bonds (Å) are listed after each position.
Atoms and positions in Å:
1 O -0.68 0.52 0.40  H2 0.957, H3 0.957
2 H 0.13 1.02 0.31  O1 0.957
3 H -0.82 0.13 -0.47  O1 0.957
4 O -1.93 2.34 1.91  H5 0.957, H6 0.957
5 H -1.57 1.65 1.36  O4 0.957
6 H -2.71 2.64 1.44  O4 0.957
7 C -3.63 1.35 -1.38  C8 1.533, H13 1.090, H14 1.090, H15 1.090
8 C -4.69 1.96 -0.45  C7 1.533, C9 1.615, N12 1.463, H16 1.090
9 C -4.95 1.08 0.88  C8 1.615, O10 1.436, H17 1.090, H18 1.090
10 O -5.75 -0.06 0.53  C9 1.436, C11 1.363
11 C -6.07 -0.80 1.62  O10 1.363, H19 1.090, H20 1.090, H21 1.090
12 N -4.18 3.18 0.17  C8 1.463, H22 1.010, H23 1.010
13 H -3.84 0.30 -1.56  C7 1.090
14 H -2.65 1.34 -0.91  C7 1.090
15 H -3.65 1.79 -2.38  C7 1.090
16 H -5.67 2.08 -0.90  C8 1.090
17 H -5.55 1.63 1.61  C9 1.090
18 H -4.07 0.69 1.39  C9 1.090
19 H -5.39 -1.23 2.35  C11 1.090
20 H -6.42 -1.74 1.19  C11 1.090
21 H -6.95 -0.41 2.13  C11 1.090
22 H -3.23 3.36 -0.14  N12 1.010
23 H -4.69 4.01 -0.10  N12 1.010
24 C 2.13 -1.77 0.50  C25 1.524, H30 1.090, H31 1.090, H32 1.090
25 C 2.13 -3.13 -0.18  C24 1.524, C26 1.573, N29 1.447, H33 1.090
26 C 3.43 -4.01 -0.02  C25 1.573, O27 1.415, H34 1.090, H35 1.090
27 O 4.35 -3.64 -1.03  C26 1.415, C28 1.442
28 C 5.58 -4.39 -0.96  O27 1.442, H36 1.090, H37 1.090, H38 1.090
29 N 1.02 -3.90 0.35  C25 1.447, H39 1.010, H40 1.010
30 H 1.21 -1.20 0.35  C24 1.090
31 H 2.93 -1.15 0.10  C24 1.090
32 H 2.28 -1.91 1.57  C24 1.090
33 H 1.91 -2.98 -1.24  C25 1.090
34 H 3.19 -5.05 -0.24  C26 1.090
35 H 3.62 -3.87 1.04  C26 1.090
36 H 5.62 -5.44 -1.25  C28 1.090
37 H 6.00 -4.43 0.04  C28 1.090
38 H 6.29 -3.99 -1.68  C28 1.090
39 H 0.13 -3.54 0.03  N29 1.010
40 H 1.04 -3.71 1.34  N29 1.010
41 C -2.20 -2.65 0.32  C42 1.561, H47 1.090, H48 1.090, H49 1.090
42 C -2.62 -3.85 -0.59  C41 1.561, C43 1.604, N46 1.476, H50 1.090
43 C -1.63 -4.18 -1.81  C42 1.604, O44 1.485, H51 1.090, H52 1.090
44 O -1.95 -3.42 -3.04  C43 1.485, C45 1.422
45 C -1.13 -4.03 -4.02  O44 1.422, H53 1.090, H54 1.090, H55 1.090
46 N -2.48 -4.94 0.39  C42 1.476, H56 1.010, H57 1.010
47 H -2.83 -2.51 1.20  C41 1.090
48 H -2.25 -1.71 -0.23  C41 1.090
49 H -1.22 -2.80 0.78  C41 1.090
50 H -3.66 -3.75 -0.93  C42 1.090
51 H -1.69 -5.25 -2.01  C43 1.090
52 H -0.60 -4.05 -1.49  C43 1.090
53 H -1.14 -5.12 -4.02  C45 1.090
54 H -0.08 -3.73 -3.97  C45 1.090
55 H -1.36 -3.71 -5.03  C45 1.090
56 H -2.50 -5.76 -0.20  N46 1.010
57 H -1.57 -5.02 0.83  N46 1.010
58 C 1.40 0.97 3.20  C59 1.582, H64 1.090, H65 1.090, H66 1.090
59 C 1.58 0.57 4.72  C58 1.582, C60 1.541, N63 1.475, H67 1.090
60 C 0.91 1.59 5.65  C59 1.541, O61 1.332, H68 1.090, H69 1.090
61 O 1.65 2.69 5.72  C60 1.332, C62 1.434
62 C 1.70 3.41 6.96  O61 1.434, H70 1.090, H71 1.090, H72 1.090
63 N 0.98 -0.78 4.84  C59 1.475, H73 1.010, H74 1.010
64 H 1.65 2.02 3.05  C58 1.090
65 H 0.34 0.96 2.95  C58 1.090
66 H 1.99 0.25 2.63  C58 1.090
67 H 2.66 0.55 4.85  C59 1.090
68 H 0.74 1.26 6.68  C60 1.090
69 H -0.04 1.95 5.25  C60 1.090
70 H 1.88 4.48 6.85  C62 1.090
71 H 2.40 2.94 7.65  C62 1.090
72 H 0.71 3.20 7.37  C62 1.090
73 H 0.10 -0.85 4.35  N63 1.010
74 H 1.56 -1.37 4.25  N63 1.010
75 C 1.57 3.96 0.86  C76 1.513, H81 1.090, H82 1.090, H83 1.090
76 C 1.98 3.31 -0.45  C75 1.513, C77 1.480, N80 1.515, H84 1.090
77 C 3.22 3.88 -1.01  C76 1.480, O78 1.404, H85 1.090, H86 1.090
78 O 4.43 3.73 -0.32  C77 1.404, C79 1.444
79 C 5.48 4.61 -0.77  O78 1.444, H87 1.090, H88 1.090, H89 1.090
80 N 1.84 1.80 -0.35  C76 1.515, H90 1.010, H91 1.010
81 H 1.71 5.03 0.77  C75 1.090
82 H 2.19 3.57 1.67  C75 1.090
83 H 0.59 3.72 1.25  C75 1.090
84 H 1.19 3.48 -1.18  C76 1.090
85 H 3.05 4.91 -1.33  C77 1.090
86 H 3.43 3.44 -1.99  C77 1.090
87 H 5.30 5.67 -0.58  C79 1.090
88 H 5.75 4.36 -1.80  C79 1.090
89 H 6.31 4.51 -0.07  C79 1.090
90 H 2.71 1.37 -0.06  N80 1.010
91 H 1.84 1.61 -1.34  N80 1.010
92 C 1.30 -0.74 -3.27  C93 1.522, H98 1.090, H99 1.090, H100 1.090
93 C 0.12 0.18 -2.99  C92 1.522, C94 1.565, N97 1.401, H101 1.090
94 C -0.37 1.00 -4.23  C93 1.565, O95 1.400, H102 1.090, H103 1.090
95 O -1.18 2.06 -3.82  C94 1.400, C96 1.442
96 C -2.13 2.61 -4.76  O95 1.442, H104 1.090, H105 1.090, H106 1.090
97 N -0.86 -0.63 -2.39  C93 1.401, H107 1.010, H108 1.010
98 H 1.16 -1.69 -3.80  C92 1.090
99 H 1.94 -0.81 -2.39  C92 1.090
100 H 1.93 -0.24 -4.01  C92 1.090
101 H 0.35 0.92 -2.22  C93 1.090
102 H -0.93 0.36 -4.91  C94 1.090
103 H 0.52 1.30 -4.79  C94 1.090
104 H -2.85 1.90 -5.16  C96 1.090
105 H -1.62 2.92 -5.67  C96 1.090
106 H -2.52 3.56 -4.41  C96 1.090
107 H -1.74 -0.19 -2.58  N97 1.010
108 H -0.92 -1.58 -2.71  N97 1.010